1.
{
  "formula": "C14H24CeClI2OP2",
  "method": "wB97M-V/def2-TZVPD",
  "elements": ["I", "I", "Ce", "P", "C", "C", "H", "H", "H", "H", "H", "H", "C", "H", "H", "H", "P", "C", "C", "H", "H", "H", "C", "H", "H", "H", "H", "H", "H", "C", "O", "Cl", "C", "C", "C", "C", "C", "C", "C", "H", "H", "H", "H", "H", "H"],
  "positions_angstrom": [[-0.2969, -1.4218, -5.5845], [-0.2940, 1.2593, -6.4084], [-0.3464, -1.3177, -0.5725], [-2.8493, -0.0964, -1.0867], [-3.6490, -0.0587, -2.7118], [-3.8034, -1.4023, -0.2273], [-4.8370, -1.0371, -0.0957], [-4.7162, 1.3267, -0.3322], [-3.3317, -1.6218, 0.7426], [-3.1482, 1.7366, 0.5004], [-3.3603, -0.9535, -3.2582], [-3.7940, -2.3212, -0.8282], [-3.6222, 1.4579, -0.4544], [-4.7352, -0.0058, -2.5683], [-3.4265, 2.2668, -1.1799], [-3.2769, 0.8087, -3.2631], [2.2065, -0.0878, -0.8599], [3.1310, 0.0152, -2.4162], [2.9003, 1.4958, -0.2298], [2.7588, -1.5532, 0.9930], [4.2231, -1.0729, 0.0338], [3.0765, -2.3091, -0.5908], [3.1655, -1.3822, -0.0110], [2.3862, 1.7899, 0.7013], [3.9938, 1.4016, -0.0723], [4.1965, 0.0708, -2.1635], [2.8048, 0.9134, -2.9496], [2.6996, 2.2753, -0.9939], [2.9064, -0.8667, -3.0124], [-0.3093, 0.3420, -2.2260], [-0.2646, 0.8882, -3.2640], [0.8579, 2.6494, 2.3808], [0.8947, 1.0639, 3.0828], [1.6056, 0.8306, 4.2502], [1.6741, -0.4650, 4.7782], [1.0514, -1.5168, 4.1156], [0.2556, -1.2900, 2.9973], [0.1751, 0.0121, 2.4662], [-0.4806, 0.2631, 1.1442], [2.0890, 1.6557, 4.7493], [2.2323, -0.6366, 5.6892], [1.1087, -2.5331, 4.4956], [-0.2868, -2.1116, 2.4861], [-1.5787, 0.4842, 1.2265], [0.0137, 1.0542, 0.5274]],
  "atomic_forces_ev_per_a": [[0.0, 1.2, -0.5], [0.0, -1.4, 0.1], [0.2, -1.4, 2.1], [-2.3, 1.0, -0.3], [0.5, -0.3, -0.2], [0.3, -0.1, 0.1], [0.4, -0.4, 0.1], [0.7, 0.0, -0.1], [-0.4, 0.1, 0.0], [-0.5, 0.1, -0.3], [-0.3, -0.1, -0.3], [-0.2, 0.1, 0.1], [0.8, 0.2, 0.5], [0.3, 0.0, -0.2], [-0.1, -0.3, 0.3], [-0.2, -0.1, 0.0], [2.2, 1.0, -0.3], [-0.6, -0.4, -0.4], [-0.8, 0.4, 0.6], [0.3, 0.0, 0.0], [-0.4, -0.2, 0.1], [0.2, 0.0, 0.1], [-0.2, -0.1, 0.2], [0.6, 0.0, -0.4], [-0.7, -0.1, -0.1], [-0.2, 0.0, -0.2], [0.2, -0.2, -0.1], [0.1, -0.4, 0.5], [0.3, 0.0, -0.3], [0.4, 3.8, -6.7], [-0.3, -2.1, 5.5], [-0.1, 0.1, 0.4], [-0.4, -1.0, 0.2], [-0.1, -0.3, 0.1], [0.0, 0.3, -0.5], [-0.5, -0.5, 0.3], [0.3, 0.8, -0.5], [0.7, 0.4, -0.7], [-1.1, -0.7, -0.5], [0.1, 0.0, 0.1], [0.0, 0.0, -0.1], [0.1, 0.2, 0.1], [0.3, 0.4, 0.5], [0.8, 0.2, 0.1], [-0.5, 0.0, 0.5]],
  "charge": 2,
  "e_lumo_ev": [-7.818, -7.767],
  "gap_ev": [6.32, 6.36],
  "energy_ev": -77168.320,
  "e_homo_ev": [-14.14, -14.13],
  "multiplicity": 2
}

2.
{
  "formula": "C19H25BFNbO3PS",
  "method": "wB97M-V/def2-TZVPD",
  "elements": ["C", "C", "B", "O", "Nb", "C", "C", "C", "F", "P", "S", "H", "H", "H", "H", "H", "H", "H", "H", "H", "H", "H", "H", "H", "H", "H", "H", "H", "C", "C", "C", "C", "C", "C", "C", "O", "C", "C", "C", "C", "C", "C", "C", "O", "H", "H", "H", "H", "H", "H", "H", "H"],
  "positions_angstrom": [[-1.6697, -0.6657, 0.3942], [-2.6056, -1.8711, -0.0358], [-3.3072, -1.5648, -1.4828], [-4.7442, -1.7421, -1.4832], [-2.0897, -0.8661, -3.3428], [-3.0691, -2.3649, -4.7434], [-2.1696, -3.6390, -5.0685], [-0.8853, -3.2770, -5.8560], [0.1500, -4.1480, -5.4597], [-3.9737, 0.8981, -3.7135], [-3.5659, 1.7456, -5.4563], [-1.9739, 0.2929, -0.0689], [-0.6420, -0.9249, 0.0652], [-1.6686, -0.5076, 1.4933], [-3.3828, -2.0002, 0.7597], [-1.9873, -2.7912, -0.0577], [-4.9785, -2.5071, -2.0097], [-1.1022, -0.2550, -4.7464], [-1.2709, 0.3924, -2.2715], [-0.7714, -2.0561, -2.8770], [-3.3159, -1.9281, -5.7442], [-3.9996, -2.7604, -4.2746], [-1.8875, -4.1238, -4.1161], [-2.7873, -4.3504, -5.6628], [-1.0030, -3.4541, -6.9478], [-0.5774, -2.2217, -5.7406], [-5.2850, 0.3375, -3.6982], [-3.8303, 1.9147, -2.7127], [2.5659, 4.0689, 0.5277], [3.6601, 4.6426, 1.1701], [4.1401, 4.0955, 2.3512], [3.5194, 2.9774, 2.9019], [2.4078, 2.4174, 2.2699], [1.9396, 2.9592, 1.0756], [1.7050, 1.2564, 2.8669], [0.7413, 0.7690, 2.3146], [2.1977, 0.7091, 4.1552], [1.5159, -0.3449, 4.7574], [1.9753, -0.8727, 5.9553], [3.1224, -0.3564, 6.5522], [3.8018, 0.6971, 5.9587], [3.3362, 1.2392, 4.7632], [4.0512, 2.3887, 4.1551], [5.0525, 2.8429, 4.6785], [2.1982, 4.4916, -0.3990], [4.1402, 5.5164, 0.7469], [4.9942, 4.5405, 2.8451], [1.0857, 2.5179, 0.5765], [0.6256, -0.7508, 4.2941], [1.4407, -1.6894, 6.4246], [3.4839, -0.7743, 7.4839], [4.6906, 1.0995, 6.4272]],
  "atomic_forces_ev_per_a": [[0.0, -0.6, 0.1], [-0.5, 1.2, 0.4], [-0.3, -1.0, 2.2], [1.2, -0.1, 0.3], [0.4, -0.5, -2.9], [0.3, -0.6, -0.8], [-0.3, 0.7, 0.1], [-0.6, -0.4, -0.4], [0.0, 0.3, -0.1], [0.0, 0.1, 0.9], [0.1, -0.2, -0.3], [0.2, -0.6, 0.2], [-0.5, 0.6, 0.2], [0.1, -0.2, -0.6], [0.4, -0.1, -0.6], [-0.4, 0.4, -0.2], [-0.2, 0.1, -0.5], [1.1, 0.1, -0.1], [-0.1, 0.4, -0.2], [-0.6, 0.1, 0.7], [-0.2, -0.1, 0.8], [0.3, 0.3, -0.4], [0.1, 0.1, -0.5], [0.5, 0.2, 0.4], [-0.1, 0.1, 0.6], [0.0, -0.6, 0.4], [0.1, 0.5, 0.4], [-0.8, -0.5, -0.1], [0.0, 0.0, 0.1], [0.0, -0.1, 0.1], [0.0, 0.1, -0.2], [-0.1, 0.1, -0.2], [0.2, 0.2, -0.1], [0.0, 0.1, -0.1], [-0.5, -0.2, -0.4], [0.1, 0.0, 0.2], [0.1, -0.1, 0.3], [0.0, -0.1, 0.2], [0.1, 0.1, -0.1], [0.0, 0.1, -0.1], [-0.1, -0.2, 0.1], [-0.1, -0.2, 0.1], [0.5, 0.3, 0.2], [-0.1, -0.1, 0.0], [0.0, 0.0, 0.0], [0.0, 0.0, 0.0], [0.0, -0.1, 0.1], [0.0, -0.1, 0.1], [0.1, 0.1, -0.1], [0.0, 0.0, 0.0], [0.0, 0.0, 0.0], [0.0, 0.1, -0.1]],
  "charge": -1,
  "e_lumo_ev": 0.574,
  "gap_ev": 4.56,
  "energy_ev": -51314.838,
  "e_homo_ev": -3.99,
  "multiplicity": 1
}

ΔE to the lowest compared entry with this formula, charge and spin: 0.00 215.48 (kJ/mol)